(1)
# C3H5FO3

A single C3H5FO3 molecule in a non-equilibrium geometry (ωB97M-V with the def2-TZVPD basis set, the Open Molecules 2025 dataset).

Properties
Energy, Eh: -442.90006
ΔE to the lowest compared entry with this formula, charge and spin, kJ/mol: 0.00
HOMO level, Ha: -0.3984
SMILES string: O=C(O)[C@@H](F)CO

```
! RIJCOSX wB97M-V def2-TZVPD def2/J DEFGRID3
* xyz 0 1
C -0.032 1.201 -0.857
C -0.384 -0.130 -0.211
C 0.726 -0.845 0.469
H -1.873 1.705 -0.600
H 0.501 1.816 -0.111
H 0.622 0.978 -1.710
H -0.908 -0.691 -0.980
H 2.302 -1.854 0.057
O -1.212 1.808 -1.304
O 1.614 -1.315 -0.394
O 0.776 -1.052 1.653
F -1.325 0.129 0.811
*
```



(2)
# C3H5FS

A single C3H5FS molecule in a non-equilibrium geometry (ωB97M-V with the def2-TZVPD basis set, the Open Molecules 2025 dataset).

Properties
Energy, Eh: -615.29508
ΔE to the lowest compared entry with this formula, charge and spin, kJ/mol: 110.11
HOMO level, Ha: -0.3099
SMILES string: CS/C=C\F

```
! RIJCOSX wB97M-V def2-TZVPD def2/J DEFGRID3
* xyz 0 1
C -1.966 -0.213 0.167
C 0.905 0.202 -0.043
C 2.255 0.099 -0.088
H -2.171 0.211 1.256
H -2.171 0.687 -0.515
H -2.690 -0.995 -0.128
H 0.597 1.196 -0.448
H 2.839 1.006 -0.178
F 2.736 -1.094 0.156
S -0.333 -1.101 -0.181
*
```



(3)
# C3H5FS

A single C3H5FS molecule in a non-equilibrium geometry (ωB97M-V with the def2-TZVPD basis set, the Open Molecules 2025 dataset).

Properties
Energy, Eh: -615.29625
ΔE to the lowest compared entry with this formula, charge and spin, kJ/mol: 107.06
HOMO level, Ha: -0.3416
SMILES string: F/C=C/CS

```
! RIJCOSX wB97M-V def2-TZVPD def2/J DEFGRID3
* xyz 0 1
C 0.024 -0.500 -0.824
C -0.297 0.000 0.550
C -0.334 1.320 0.786
H 1.398 -2.468 -0.501
H -0.872 -1.091 -1.212
H -0.006 0.518 -1.308
H -0.555 -0.458 1.451
H -0.534 2.199 0.154
F -0.457 1.793 1.993
S 1.633 -1.312 -1.088
*
```



(4)
# C3H5GdO3

A molecular structure, C3H5GdO3 in a non-equilibrium geometry (ωB97M-V with the def2-TZVPD basis set, the Open Molecules 2025 dataset).

Properties
Energy, Eh: -1107.79351
ΔE to the lowest compared entry with this formula, charge and spin, kJ/mol: 467.79
HOMO level (spin up / spin down), Ha: -0.6714 / -0.6381
⟨S²⟩: 16.27

```
! RIJCOSX wB97M-V def2-TZVPD def2/J DEFGRID3
* xyz 2 8
H -0.381 -0.824 2.023
C -1.257 -1.976 0.434
C -1.639 -0.637 0.639
O -0.775 0.219 -0.133
C -1.021 1.508 -0.301
O 0.196 1.988 -0.480
H -1.829 -2.677 1.051
H -2.669 -0.289 0.576
H 0.210 2.755 -1.068
Gd 1.715 -0.036 0.171
O 0.707 -1.294 1.529
H -1.017 -2.325 -0.576
*
```



(5)
# C3H5HfIO2

A molecular structure, C3H5HfIO2 in a non-equilibrium geometry (ωB97M-V with the def2-TZVPD basis set, the Open Molecules 2025 dataset).

Properties
Energy, Eh: -611.12293
HOMO level, Ha: -0.9471

```
! RIJCOSX wB97M-V def2-TZVPD def2/J DEFGRID3
* xyz 4 1
C 1.522 -0.226 -0.238
C 0.184 0.630 0.159
O -0.886 -0.242 0.670
C -2.004 -0.434 -0.313
O -2.216 -1.514 -0.681
I -3.303 1.113 -1.085
H 1.434 -1.356 0.058
H 2.419 0.220 0.330
H 1.779 -0.172 -1.349
H 0.506 1.315 1.060
H -0.140 1.342 -0.666
Hf 0.704 -0.677 2.057
*
```



(6)
# C3H5HgO3

A molecular structure, C3H5HgO3 in a non-equilibrium geometry (ωB97M-V with the def2-TZVPD basis set, the Open Molecules 2025 dataset).

Properties
Energy, Eh: -495.92215
ΔE to the lowest compared entry with this formula, charge and spin, kJ/mol: 346.97
HOMO level (spin up / spin down), Ha: -0.4764 / -0.5532

```
! RIJCOSX wB97M-V def2-TZVPD def2/J DEFGRID3
* xyz 1 1
H -1.796 -0.639 -1.337
O -0.033 1.285 -0.896
C -0.133 -0.076 -0.970
C 0.311 1.705 0.429
O -1.487 -0.483 -0.350
O 0.725 -0.542 0.169
C 1.263 0.608 0.858
H -0.584 1.751 1.067
H 0.776 2.694 0.370
H 1.274 0.421 1.936
H 2.285 0.782 0.498
Hg -0.680 -1.685 0.870
*
```



(7)
# C3H5I2NOS

2 unconnected molecules or ions with the total composition C3H5I2NOS in a non-equilibrium geometry (ωB97M-V with the def2-TZVPD basis set, the Open Molecules 2025 dataset).

Properties
Energy, Eh: -1240.74517
ΔE to the lowest compared entry with this formula, charge and spin, kJ/mol: 144.09
HOMO level (spin up / spin down), Ha: -0.3352 / -0.3276

```
! RIJCOSX wB97M-V def2-TZVPD def2/J DEFGRID3
* xyz 0 1
C -0.362 -0.715 0.896
C -1.244 -1.225 -0.149
C -0.611 0.122 -0.333
N 0.426 0.314 -1.209
O 1.568 1.873 1.279
S 2.207 1.858 -0.067
I -2.216 1.698 -0.186
I 3.393 -0.219 -0.321
H -0.787 -0.367 1.869
H 0.607 -1.120 1.097
H -0.881 -1.964 -0.845
H -2.239 -1.182 0.045
H 0.140 0.927 -2.076
*
```



(8)
# C3H5I2NOS

2 unconnected molecules or ions with the total composition C3H5I2NOS in a non-equilibrium geometry (ωB97M-V with the def2-TZVPD basis set, the Open Molecules 2025 dataset).

Properties
Energy, Eh: -1240.78273
ΔE to the lowest compared entry with this formula, charge and spin, kJ/mol: 45.49
HOMO level, Ha: -0.3450

```
! RIJCOSX wB97M-V def2-TZVPD def2/J DEFGRID3
* xyz 0 1
C -0.349 -0.433 -1.045
C -0.753 0.993 -0.725
C -1.734 -0.094 -0.628
N -2.068 -0.647 0.502
O -4.155 -2.053 0.458
S -2.979 -1.599 1.173
I -3.218 -0.255 -2.302
I 2.232 -2.892 1.783
H -0.131 -0.809 -2.063
H 0.372 -0.872 -0.405
H -0.184 1.506 0.050
H -0.986 1.674 -1.583
H 2.837 -1.547 1.188
*
```